ORCA calculation (the ωB97M-V functional and the def2-TZVPD basis) on a molecular structure, C32H47Cl3N8O8RhS2.

CARTESIAN COORDINATES (ANGSTROEM)
Rh 0.95 0.13 -0.09
C -4.58 -4.01 4.19
C -3.22 -3.53 3.74
C -2.06 -4.19 4.13
C -0.81 -3.76 3.71
C -0.72 -2.65 2.89
C -1.87 -1.96 2.49
C -3.11 -2.41 2.92
S 0.87 -2.12 2.31
O 1.75 -3.25 2.35
O 1.27 -0.94 3.05
N 0.57 -1.65 0.79
C 0.31 -2.77 -0.12
C 1.24 -2.59 -1.32
O 1.86 -3.55 -1.75
O 1.30 -1.36 -1.75
H -4.53 -5.04 4.53
H -5.31 -3.92 3.39
H -4.94 -3.40 5.03
H -2.14 -5.07 4.76
H 0.09 -4.28 3.99
H -1.78 -1.11 1.83
H -4.00 -1.90 2.59
H -0.69 -2.75 -0.56
H 0.50 -3.73 0.34
C 4.41 -1.17 -2.13
N 4.90 -2.00 -1.00
C 5.10 -3.41 -1.42
C 3.98 -1.93 0.20
C 3.93 -0.53 0.77
C 5.09 -0.12 1.43
C 5.21 1.16 1.94
C 4.17 2.05 1.76
C 3.01 1.64 1.13
C 2.84 0.34 0.65
H 5.12 -1.24 -2.96
H 4.31 -0.14 -1.81
H 3.44 -1.54 -2.44
H 5.79 -1.61 -0.71
H 4.13 -3.82 -1.71
H 5.50 -3.99 -0.60
H 5.78 -3.45 -2.27
H 4.38 -2.61 0.95
H 3.01 -2.27 -0.09
H 5.90 -0.82 1.57
H 6.11 1.45 2.47
H 4.26 3.07 2.12
H 2.23 2.37 0.98
Cl 2.25 0.75 -4.87
C 1.52 1.73 -3.74
Cl 0.57 2.98 -4.31
Cl 3.75 2.52 -2.34
C 1.99 1.77 -2.41
N 1.42 1.44 -1.40
C -2.61 0.48 -7.47
C -2.29 1.50 -6.38
S -3.42 1.22 -5.03
O -3.00 0.02 -4.35
O -4.77 1.32 -5.49
C -3.14 2.61 -3.90
C -3.76 2.34 -2.53
N -3.02 1.35 -1.73
C -1.82 1.57 -1.14
N -1.31 0.43 -0.66
C -2.23 -0.54 -0.94
C -3.28 0.01 -1.59
N -4.49 -0.67 -1.97
O -5.44 -0.01 -2.33
O -4.48 -1.88 -1.85
C -1.24 2.93 -0.94
H -1.92 0.59 -8.31
H -3.63 0.61 -7.82
H -2.52 -0.53 -7.07
H -2.43 2.53 -6.72
H -1.29 1.36 -5.97
H -3.63 3.46 -4.37
H -2.06 2.77 -3.84
H -4.77 1.97 -2.67
H -3.79 3.27 -1.96
H -2.14 -1.57 -0.64
H -2.01 3.62 -0.61
H -0.81 3.33 -1.86
H -0.45 2.88 -0.19
C -0.24 1.37 4.80
C -0.11 2.56 3.84
C -1.48 3.12 3.48
C 0.75 3.65 4.46
N 0.59 2.17 2.59
N -0.01 1.11 1.87
H -0.57 1.72 5.78
H 0.71 0.86 4.92
H -0.97 0.64 4.44
H -1.93 3.60 4.35
H -2.18 2.34 3.15
H -1.39 3.86 2.68
H 0.30 4.00 5.38
H 0.84 4.50 3.77
H 1.75 3.28 4.68
H 1.53 1.86 2.82
H -0.99 1.33 1.72
H 0.09 0.24 2.38

Properties
Maximum force (eV/A): 2.37
Multiplicity: 1
Lowest unoccupied orbital energy (spin up / spin down) (eV): -6.0 / -6.0
Charge: +1
Relative energy (zero: lowest compared OMol25 entry of this formula, charge and spin) (kcal per mole): 78.4
HOMO (spin up / spin down) (eV): -10.654 / -10.654



ORCA calculation (the ωB97M-V functional and the def2-TZVPD basis) on a molecular structure, C32H47Ge2N2O3STi.

CARTESIAN COORDINATES (ANGSTROEM)
Ti -1.42 0.94 0.12
C -2.66 1.61 2.35
C -3.57 1.58 1.31
C -3.41 2.43 0.20
C -2.40 3.39 0.22
C -1.51 3.46 1.29
C -1.61 2.54 2.33
H -2.76 0.92 3.18
H -4.39 0.87 1.33
H -4.07 2.34 -0.65
H -2.28 4.02 -0.65
H -0.74 4.22 1.30
H -0.92 2.59 3.16
C 0.26 2.35 -4.15
C -0.71 1.34 -3.55
C -0.78 0.04 -4.32
O -2.03 1.90 -3.43
C -0.40 1.13 -2.06
O -0.36 -0.03 -1.47
O -0.39 2.09 -1.26
H -0.06 2.57 -5.17
H 1.26 1.93 -4.21
H 0.28 3.27 -3.58
H -1.09 0.26 -5.34
H -1.50 -0.65 -3.87
H 0.20 -0.44 -4.36
H -2.16 2.53 -4.16
C 3.97 -0.72 -2.61
C 2.52 -0.19 -2.77
Ge 1.37 -1.28 -1.65
C 0.59 -2.91 -2.31
C 1.70 -3.94 -2.58
C 2.13 -1.35 0.10
C 2.15 -0.54 1.15
Ge 0.97 0.96 1.71
C 1.72 2.68 1.11
C 2.24 3.59 2.23
C 0.51 0.54 3.57
C 1.29 1.31 4.65
C 3.12 -0.71 2.26
C 4.06 0.29 2.52
C 4.97 0.15 3.55
C 4.95 -0.98 4.35
C 4.02 -1.98 4.11
C 3.11 -1.85 3.07
H 4.64 -0.11 -3.22
H 4.06 -1.75 -2.95
H 4.31 -0.66 -1.58
H 2.23 -0.23 -3.82
H 2.46 0.84 -2.43
H 0.03 -2.70 -3.23
H -0.12 -3.28 -1.57
H 2.40 -3.59 -3.34
H 1.26 -4.87 -2.95
H 2.26 -4.18 -1.68
H 2.89 -2.15 0.12
H 1.00 3.21 0.49
H 2.53 2.38 0.44
H 1.44 3.98 2.85
H 2.76 4.44 1.79
H 2.95 3.08 2.88
H 0.74 -0.52 3.67
H -0.56 0.64 3.73
H 2.37 1.20 4.52
H 1.03 0.92 5.63
H 1.06 2.38 4.65
H 4.10 1.17 1.88
H 5.71 0.93 3.72
H 5.66 -1.09 5.16
H 4.01 -2.87 4.73
H 2.38 -2.64 2.88
C -4.92 -4.47 0.10
C -4.28 -3.15 -0.12
C -4.69 -2.23 -1.06
C -4.01 -1.01 -1.18
N -2.95 -0.73 -0.40
C -2.54 -1.64 0.50
S -1.18 -1.21 1.37
N -3.20 -2.82 0.63
C -4.47 0.01 -2.16
H -5.82 -4.58 -0.50
H -5.18 -4.60 1.16
H -4.23 -5.27 -0.16
H -5.53 -2.45 -1.69
H -2.87 -3.47 1.34
H -5.30 0.58 -1.71
H -4.88 -0.47 -3.05
H -3.68 0.70 -2.44

Properties
Maximum force (eV/A): 0.97
Multiplicity: 1
Lowest unoccupied orbital energy (spin up / spin down) (eV): -9.1 / -9.1
Charge: +3
Relative energy (zero: lowest compared OMol25 entry of this formula, charge and spin) (kcal per mole): 0.0
HOMO (spin up / spin down) (eV): -15.674 / -15.676



ORCA calculation (the ωB97M-V functional and the def2-TZVPD basis) on a molecular structure, C32H47GeKN3O2Sb.

CARTESIAN COORDINATES (ANGSTROEM)
K 1.19 0.27 1.66
O 0.49 -2.20 1.14
C -0.37 -2.98 1.70
C 0.10 -4.27 2.08
C -0.69 -5.17 2.74
C -2.04 -4.80 3.03
C -2.48 -3.56 2.65
C -1.66 -2.62 2.07
C -2.30 -1.33 1.81
N -1.68 -0.20 1.70
C -2.40 1.03 1.51
C -3.83 1.13 1.02
N -3.94 0.39 -0.25
C -4.33 0.92 -1.29
C -4.68 2.32 -1.71
C -5.65 2.36 -2.71
C -6.05 3.50 -3.40
C -5.34 4.71 -3.09
C -4.43 4.71 -2.05
C -3.97 3.52 -1.34
O -3.15 3.60 -0.43
H 1.15 -4.48 1.96
H -0.25 -6.11 3.01
H -2.75 -5.47 3.48
H -3.52 -3.28 2.80
H -3.40 -1.41 1.67
H -1.88 1.57 0.71
H -2.28 1.61 2.42
H -4.12 2.16 0.96
H -4.51 0.58 1.74
H -4.36 0.30 -2.23
H -6.22 1.44 -2.93
H -6.88 3.53 -4.11
H -5.61 5.67 -3.54
H -3.93 5.65 -1.79
C -1.08 2.60 -3.04
C 0.19 2.69 -2.27
C 0.24 3.10 -0.87
C 1.46 3.16 -0.21
N 2.60 2.81 -0.78
C 2.57 2.43 -2.05
C 1.41 2.33 -2.82
H -1.81 3.37 -2.80
H -1.48 1.63 -2.91
H -0.80 2.83 -4.10
H -0.72 3.45 -0.36
H 1.49 3.44 0.91
H 3.53 2.03 -2.45
H 1.44 2.00 -3.86
C 4.10 -2.72 -1.51
C 2.73 -3.22 -1.21
Sb 1.32 -1.56 -1.56
C -0.52 -2.65 -1.84
C -1.78 -1.89 -1.61
C 1.94 -1.46 -3.71
C 0.88 -0.83 -4.62
H 4.87 -3.32 -1.22
H 4.36 -1.87 -0.91
H 4.20 -2.53 -2.56
H 2.66 -3.45 -0.16
H 2.34 -4.02 -1.84
H -0.48 -3.52 -1.18
H -0.63 -3.08 -2.83
H -1.79 -1.32 -0.71
H -2.64 -2.56 -1.50
H -2.10 -1.28 -2.46
H 2.21 -2.45 -4.07
H 2.85 -0.89 -3.75
H -0.08 -1.32 -4.39
H 1.08 -0.96 -5.68
H 0.68 0.26 -4.44
C 4.11 -1.28 3.43
Ge 4.17 0.54 4.36
C 5.62 1.58 3.66
C 4.82 -0.10 6.24
C 2.58 1.41 4.14
H 3.14 -1.76 3.68
H 4.96 -1.99 3.58
H 4.14 -1.05 2.38
H 5.67 1.67 2.53
H 6.55 1.06 4.02
H 5.58 2.61 3.97
H 5.28 -1.10 6.09
H 4.00 0.03 7.04
H 5.58 0.51 6.64
H 2.62 2.47 3.98
H 1.73 1.08 4.62

Properties
Maximum force (eV/A): 3.70
Multiplicity: 1
Lowest unoccupied orbital energy (eV): 4.1
Charge: -2
Relative energy (zero: lowest compared OMol25 entry of this formula, charge and spin) (kcal per mole): 26.5
HOMO (eV): -1.124



ORCA calculation (the ωB97M-V functional and the def2-TZVPD basis) on a molecular structure, C32H47N2O2P2Pb.

CARTESIAN COORDINATES (ANGSTROEM)
C 1.65 -1.78 -0.49
C 1.72 0.39 -1.29
C 2.61 -2.12 -1.44
C 2.34 -0.02 -2.51
C 2.96 -1.25 -2.46
H 3.11 -3.07 -1.34
H 2.52 0.76 -3.28
H 3.67 -1.49 -3.25
N 1.15 -0.53 -0.41
P -0.41 -2.70 1.24
P 0.80 2.44 0.35
C 1.25 -2.89 0.48
H 1.30 -3.87 -0.01
H 2.00 -2.98 1.28
C 1.58 1.85 -1.15
H 0.95 2.24 -2.02
C -0.57 3.90 0.13
C 2.54 3.11 0.70
C -1.50 -3.55 -0.07
C -0.27 -3.63 2.87
C -1.93 3.53 0.75
H -1.86 3.34 1.84
H -2.61 4.40 0.62
H -2.40 2.66 0.27
C -0.09 5.15 0.88
H 0.01 4.96 1.96
H 0.85 5.55 0.47
H -0.87 5.93 0.75
C -0.78 4.20 -1.36
H -1.52 5.01 -1.43
H 0.15 4.53 -1.86
H -1.19 3.32 -1.88
C 2.59 3.70 2.09
H 2.13 3.03 2.83
H 3.65 3.81 2.33
H 2.12 4.69 2.14
C 3.49 1.90 0.64
H 3.15 1.08 1.29
H 3.60 1.51 -0.37
H 4.49 2.21 0.95
C 2.84 4.11 -0.44
H 2.19 3.99 -1.32
H 2.78 5.15 -0.12
H 3.85 3.90 -0.81
C -1.63 -3.56 3.59
H -1.51 -3.96 4.60
H -1.99 -2.53 3.69
H -2.41 -4.15 3.09
C 0.78 -2.94 3.76
H 1.78 -2.97 3.31
H 0.53 -1.90 3.99
H 0.83 -3.49 4.71
C 0.15 -5.10 2.69
H 0.44 -5.49 3.68
H -0.66 -5.74 2.32
H 1.03 -5.21 2.04
C -1.27 -2.84 -1.41
H -2.04 -3.19 -2.12
H -1.36 -1.75 -1.31
H -0.28 -3.08 -1.83
C -2.97 -3.35 0.36
H -3.20 -2.29 0.51
H -3.61 -3.74 -0.44
H -3.21 -3.91 1.28
C -1.21 -5.04 -0.28
H -0.15 -5.25 -0.49
H -1.54 -5.67 0.56
H -1.78 -5.36 -1.17
Pb -0.37 0.10 1.65
C 1.73 0.50 3.62
O 2.76 -0.05 3.25
N -2.10 0.33 -0.25
C -2.28 0.33 -1.47
C -2.31 0.85 -2.81
C -3.63 0.88 -3.33
C -1.29 1.18 -3.77
C -3.92 1.00 -4.68
H -4.50 0.71 -2.68
C -1.62 1.35 -5.12
H -0.24 1.30 -3.50
C -2.93 1.23 -5.63
H -4.97 0.88 -4.95
H -0.85 1.56 -5.86
H -3.16 1.35 -6.70
O 0.08 1.47 5.18
C 0.84 1.00 4.36

Properties
Maximum force (eV/A): 8.18
Multiplicity: 1
Lowest unoccupied orbital energy (spin up / spin down) (eV): -5.3 / -4.5
Charge: +1
Relative energy (zero: lowest compared OMol25 entry of this formula, charge and spin) (kcal per mole): 28.2
HOMO (spin up / spin down) (eV): -8.670 / -8.990



ORCA calculation (the ωB97M-V functional and the def2-TZVPD basis) on a molecular structure, C32H48AlBeClF4LiN5O13.

CARTESIAN COORDINATES (ANGSTROEM)
C 3.26 0.86 1.68
C 2.96 0.04 2.91
C 2.43 -1.54 2.78
O 1.46 -1.91 3.66
O 2.99 -2.48 1.80
C 1.90 -3.18 1.05
C 1.08 -1.97 0.23
C 0.41 -2.47 -1.17
C 1.38 -2.25 -2.50
C 0.52 -1.71 -3.83
C 0.78 -0.07 -3.98
C -0.17 0.61 -2.78
N -1.65 0.66 -3.06
C -2.31 1.30 -1.87
C -3.96 1.50 -1.97
C -4.75 1.01 -3.35
C -5.66 -0.33 -2.94
F -5.59 2.10 -3.96
C -4.90 2.14 -0.78
C -6.55 2.33 -0.89
C -7.03 3.91 -0.82
O -6.11 4.84 -1.13
F -8.40 4.36 -0.40
C -4.18 2.63 0.64
N -5.09 3.17 1.72
C -4.67 4.54 2.21
O -4.25 4.77 3.49
F -4.63 5.74 1.31
C -5.33 2.19 2.84
O -6.31 2.44 3.74
F -4.61 0.89 3.02
C -2.55 2.45 0.73
Cl -1.61 2.94 2.29
C -1.60 1.81 -0.49
N -0.12 1.72 -0.28
C 0.61 1.13 -1.46
O 2.10 1.04 -1.37
C 2.73 2.16 -2.11
C 4.38 2.15 -1.91
C 5.04 3.65 -1.87
C 4.38 4.66 -0.74
H 4.36 0.88 1.21
H 2.35 1.43 1.21
H 3.07 0.48 4.01
H 2.43 -3.83 0.23
H 1.17 -3.78 1.73
H 0.25 -1.57 0.98
H 1.87 -1.12 0.08
H 0.10 -3.61 -1.03
H -0.55 -1.78 -1.37
H 2.22 -1.49 -2.17
H 1.91 -3.29 -2.69
H 0.81 -2.29 -4.80
H -0.63 -1.94 -3.63
H 0.44 0.29 -5.06
H 1.92 0.08 -3.79
H -4.03 0.65 -4.20
H -5.71 -0.39 -1.76
H -6.74 -0.12 -3.35
H -5.19 -1.33 -3.36
H -7.02 1.85 -1.84
H -6.98 1.83 0.11
H 2.23 3.19 -1.77
H 2.56 2.11 -3.28
H 4.89 1.58 -2.82
H 4.67 1.57 -0.93
H 5.09 4.16 -2.94
H 6.18 3.50 -1.54
H 3.65 4.00 -0.09
H 3.79 5.51 -1.33
H 5.20 5.20 -0.10
O 5.79 5.77 1.79
H 5.22 6.50 1.60
Be -4.10 -1.09 3.10
C -4.01 -4.92 4.79
O -3.80 -4.82 3.60
N -3.70 -6.03 5.49
N -4.57 -3.94 5.52
H -3.86 -6.14 6.48
H -3.28 -6.79 4.98
H -4.81 -3.09 5.04
H -4.75 -4.01 6.51
O 5.87 2.70 0.79
H 6.34 3.10 1.49
Li -1.40 -0.21 3.10
O 5.20 -0.01 -4.05
H 5.80 -0.41 -3.45
C 4.32 -6.89 -2.17
C 4.43 -5.40 -2.38
O 3.47 -4.66 -2.17
C 5.75 -4.85 -2.85
H 3.32 -7.14 -1.83
H 4.51 -7.41 -3.11
H 5.04 -7.20 -1.41
H 6.00 -5.28 -3.82
H 6.53 -5.08 -2.12
H 5.67 -3.77 -2.96
Al -8.30 3.53 4.22
C 0.13 2.91 5.89
O 0.60 3.26 4.60
H 0.94 2.44 6.45
H -0.20 3.81 6.42
H -0.70 2.20 5.80
H -0.15 3.67 4.13
O 0.56 -5.32 -2.79
H 1.45 -5.03 -2.86

Properties
Maximum force (eV/A): 10.20
Multiplicity: 1
Lowest unoccupied orbital energy (eV): -9.6
Charge: +2
HOMO (eV): -11.652



What did the third record say?
ORCA calculation (the ωB97M-V functional and the def2-TZVPD basis) on a molecular structure, C32H47GeKN3O2Sb.

CARTESIAN COORDINATES (ANGSTROEM)
K 1.19 0.27 1.66
O 0.49 -2.20 1.14
C -0.37 -2.98 1.70
C 0.10 -4.27 2.08
C -0.69 -5.17 2.74
C -2.04 -4.80 3.03
C -2.48 -3.56 2.65
C -1.66 -2.62 2.07
C -2.30 -1.33 1.81
N -1.68 -0.20 1.70
C -2.40 1.03 1.51
C -3.83 1.13 1.02
N -3.94 0.39 -0.25
C -4.33 0.92 -1.29
C -4.68 2.32 -1.71
C -5.65 2.36 -2.71
C -6.05 3.50 -3.40
C -5.34 4.71 -3.09
C -4.43 4.71 -2.05
C -3.97 3.52 -1.34
O -3.15 3.60 -0.43
H 1.15 -4.48 1.96
H -0.25 -6.11 3.01
H -2.75 -5.47 3.48
H -3.52 -3.28 2.80
H -3.40 -1.41 1.67
H -1.88 1.57 0.71
H -2.28 1.61 2.42
H -4.12 2.16 0.96
H -4.51 0.58 1.74
H -4.36 0.30 -2.23
H -6.22 1.44 -2.93
H -6.88 3.53 -4.11
H -5.61 5.67 -3.54
H -3.93 5.65 -1.79
C -1.08 2.60 -3.04
C 0.19 2.69 -2.27
C 0.24 3.10 -0.87
C 1.46 3.16 -0.21
N 2.60 2.81 -0.78
C 2.57 2.43 -2.05
C 1.41 2.33 -2.82
H -1.81 3.37 -2.80
H -1.48 1.63 -2.91
H -0.80 2.83 -4.10
H -0.72 3.45 -0.36
H 1.49 3.44 0.91
H 3.53 2.03 -2.45
H 1.44 2.00 -3.86
C 4.10 -2.72 -1.51
C 2.73 -3.22 -1.21
Sb 1.32 -1.56 -1.56
C -0.52 -2.65 -1.84
C -1.78 -1.89 -1.61
C 1.94 -1.46 -3.71
C 0.88 -0.83 -4.62
H 4.87 -3.32 -1.22
H 4.36 -1.87 -0.91
H 4.20 -2.53 -2.56
H 2.66 -3.45 -0.16
H 2.34 -4.02 -1.84
H -0.48 -3.52 -1.18
H -0.63 -3.08 -2.83
H -1.79 -1.32 -0.71
H -2.64 -2.56 -1.50
H -2.10 -1.28 -2.46
H 2.21 -2.45 -4.07
H 2.85 -0.89 -3.75
H -0.08 -1.32 -4.39
H 1.08 -0.96 -5.68
H 0.68 0.26 -4.44
C 4.11 -1.28 3.43
Ge 4.17 0.54 4.36
C 5.62 1.58 3.66
C 4.82 -0.10 6.24
C 2.58 1.41 4.14
H 3.14 -1.76 3.68
H 4.96 -1.99 3.58
H 4.14 -1.05 2.38
H 5.67 1.67 2.53
H 6.55 1.06 4.02
H 5.58 2.61 3.97
H 5.28 -1.10 6.09
H 4.00 0.03 7.04
H 5.58 0.51 6.64
H 2.62 2.47 3.98
H 1.73 1.08 4.62

Properties
Maximum force (eV/A): 3.70
Multiplicity: 1
Lowest unoccupied orbital energy (eV): 4.1
Charge: -2
Relative energy (zero: lowest compared OMol25 entry of this formula, charge and spin) (kcal per mole): 26.5
HOMO (eV): -1.124